Record 1
{
  "formula": "C4H13NO",
  "method": "the ωB97M-V functional and the def2-TZVPD basis",
  "symbols": ["C", "C", "C", "H", "H", "H", "H", "H", "H", "H", "H", "N", "C", "O", "H", "H", "H", "H", "H"],
  "xyz": [[-0.39, 1.63, 2.79], [-0.10, 2.85, 1.90], [0.01, 2.47, 0.45], [-1.18, 1.03, 2.33], [-0.77, 1.96, 3.75], [0.46, 0.97, 2.98], [0.77, 3.40, 2.24], [-0.96, 3.49, 2.10], [-0.97, 2.25, 0.01], [0.48, 3.22, -0.20], [0.71, 1.65, 0.23], [-0.11, -2.40, -0.59], [-0.15, -1.79, -1.90], [0.77, -2.58, -2.61], [-0.71, -3.19, -0.40], [0.79, -2.51, -0.13], [-1.14, -1.81, -2.35], [0.25, -0.77, -1.88], [0.40, -3.43, -2.85]],
  "charge": 1,
  "max_force_ev_per_a": 1.385,
  "spin_multiplicity": 2,
  "homo_lumo_gap_ev": [9.9390, 4.6979],
  "homo_energy_ev": [-13.883, -13.883],
  "relative_energy_ev": 1.509
}

Record 2
{
  "formula": "C4H13NO2",
  "method": "the ωB97M-V functional and the def2-TZVPD basis",
  "symbols": ["C", "C", "C", "C", "N", "H", "H", "H", "H", "H", "H", "H", "H", "H", "H", "H", "O", "H", "H", "O"],
  "xyz": [[0.49, -1.77, -1.35], [0.00, -1.30, 0.07], [-0.58, 0.10, 0.09], [-0.19, 0.86, 1.17], [-1.44, 0.57, -0.90], [0.19, -1.00, -2.08], [1.56, -1.95, -1.32], [0.08, -2.71, -1.68], [-0.76, -1.99, 0.46], [0.84, -1.58, 0.70], [0.02, 0.25, 2.06], [-0.16, 1.93, 1.28], [-2.44, 0.65, -0.72], [-1.16, 0.50, -1.87], [4.14, 1.31, 0.25], [5.36, 0.56, -0.15], [4.91, 1.40, -0.32], [-3.00, 1.45, 1.94], [-4.09, 0.99, 0.93], [-3.77, 1.74, 1.44]],
  "smiles": "C=C(N)CC.O.O",
  "max_force_ev_per_a": 3.265,
  "homo_lumo_gap_ev": 9.2393,
  "homo_energy_ev": -8.623,
  "relative_energy_ev": 1.976
}

Record 3
{
  "formula": "C4H13NO2",
  "method": "the ωB97M-V functional and the def2-TZVPD basis",
  "symbols": ["N", "C", "C", "C", "C", "H", "H", "H", "H", "H", "H", "H", "H", "H", "H", "H", "O", "H", "H", "O"],
  "xyz": [[-1.03, -1.47, -0.55], [-0.04, -0.54, -1.19], [0.77, 3.04, 0.09], [0.44, 1.95, -0.85], [0.24, 0.68, -0.42], [-1.97, -1.26, -0.92], [-0.71, -2.40, -0.92], [-0.27, -0.23, -2.26], [0.81, -1.19, -1.22], [1.32, 3.70, -0.64], [-0.22, 3.51, 0.57], [1.37, 2.72, 0.91], [0.56, 2.12, -1.97], [-0.13, 0.69, 0.66], [1.38, -3.30, 1.64], [0.48, -2.12, 0.82], [1.38, -2.66, 0.82], [-1.24, -0.95, 1.10], [-1.55, -1.61, 2.35], [-1.57, -0.71, 1.98]],
  "smiles": "C/C=C/CN.O.O",
  "max_force_ev_per_a": 3.531,
  "homo_lumo_gap_ev": 9.7667,
  "homo_energy_ev": -9.093,
  "relative_energy_ev": 2.176
}

Calculated electronic energy in order - -289.82667 -365.36988 -365.36252 hartree